C18H24O6RuSe4SiTe2 | ωB97M-V with the def2-TZVPD basis set

Each line ends with the Mulliken spin population.
Positions of all 56 atoms, in Å:
Ru (-0.91453, 0.06031, -0.84806)  1.516
O (3.46493, -3.10250, -4.00167)  0.000
C (2.06066, -3.21987, -3.72730)  0.002
C (1.37866, -1.84145, -3.63514)  -0.012
C (1.68012, -1.14111, -4.95798)  -0.008
O (1.00231, 0.09734, -5.07802)  -0.001
C (1.98805, -1.14746, -2.41506)  0.010
Se (1.30564, 0.55990, -1.74386)  0.244
C (-0.09761, -2.18379, -3.45114)  0.000
Se (-1.44734, -0.81548, -3.10344)  0.208
H (3.91084, -3.82622, -3.55746)  0.000
H (1.90325, -3.73123, -2.77427)  0.000
H (1.58668, -3.81115, -4.52179)  -0.001
H (1.38021, -1.81732, -5.77566)  0.001
H (2.76425, -0.99915, -5.02391)  0.001
H (1.44539, 0.61908, -5.75110)  0.003
H (3.04742, -0.96922, -2.60755)  0.004
H (1.89741, -1.82606, -1.56673)  -0.006
H (-0.18208, -2.87580, -2.61225)  -0.008
H (-0.45712, -2.68850, -4.35428)  -0.003
Se (-0.03944, 2.10734, 0.49806)  0.347
Te (-1.80673, 3.44106, 1.49710)  0.838
Te (-4.53619, 2.07435, 0.09595)  0.722
Se (-2.85112, 1.40999, -1.62034)  0.092
O (0.74070, -3.26555, 1.09169)  0.009
C (-0.20637, -2.81953, 0.44504)  0.001
O (-0.11383, -1.91794, -0.46303)  0.051
C (-1.57044, -3.45555, 0.64638)  0.002
C (-2.60601, -3.23451, -0.24930)  0.006
C (-3.86759, -3.80840, -0.06748)  0.005
C (-4.03313, -4.58806, 1.04886)  0.001
O (-5.16045, -5.28161, 1.47272)  0.000
C (-4.86078, -5.55985, 2.83278)  0.000
O (-3.45261, -5.66524, 2.94748)  0.000
C (-3.00007, -4.81442, 1.94080)  -0.001
C (-1.75387, -4.27609, 1.76575)  -0.002
H (-2.44291, -2.56462, -1.08417)  -0.011
H (-4.67959, -3.61618, -0.75574)  0.001
H (-5.32522, -6.49963, 3.12499)  0.000
H (-5.20905, -4.72053, 3.45135)  0.000
H (-0.93029, -4.43984, 2.44642)  0.000
C (-3.75087, 0.98530, 4.22595)  0.029
Si (-3.54004, -0.66100, 3.34517)  -0.029
C (-5.23764, -1.27779, 2.83146)  -0.002
C (-2.80695, -1.89072, 4.56750)  0.003
C (-2.48249, -0.47118, 1.89947)  0.143
C (-1.88306, -0.26649, 0.85525)  -0.160
H (-4.40735, 0.88771, 5.09695)  -0.001
H (-4.18154, 1.71853, 3.54054)  0.001
H (-2.78555, 1.37315, 4.55928)  -0.003
H (-5.89195, -1.41805, 3.69826)  0.001
H (-5.15197, -2.22667, 2.29585)  -0.005
H (-5.69816, -0.55669, 2.15264)  0.010
H (-3.42001, -1.96142, 5.47174)  0.000
H (-1.79882, -1.58495, 4.85575)  -0.001
H (-2.73729, -2.88321, 4.11915)  0.000

Results
net charge: -2
expectation value of S²: 6.03
HOMO level (alpha / beta): -0.0320 / -0.0541 Ha
M: 1036.58 g mol⁻¹
frontier orbital gap (alpha / beta): 5.0 / 5.1 eV
ΔE to the lowest compared entry with this formula, charge and spin: 49.4 kJ/mol
spin multiplicity: 5